1.
DFT (ωB97M-V/def2-TZVPD) results for the molecule C17H16BrNO4.

Positions of all 39 atoms, in Å:
Br  3.87538  -2.85910  0.98730
O  0.40890  -0.61141  1.59554
O  2.77424  2.81412  1.05901
O  -5.22077  -2.06661  -0.88347
O  1.27553  1.71172  -0.19922
N  -0.51642  1.44459  1.66147
C  3.30127  0.68262  -1.08312
C  -6.49630  -1.49594  -0.71301
C  -1.77590  -1.57620  0.05925
C  5.54529  -0.04783  -1.54724
C  0.72257  2.04921  2.07358
C  -2.91953  -2.10148  -0.49343
C  1.72154  2.25019  0.93742
C  5.36261  -1.15916  -0.74305
C  -4.20547  -0.30880  0.46700
C  -0.54579  0.10849  1.37412
C  -3.04754  0.21954  1.00897
C  4.14164  -1.33280  -0.11521
C  3.10600  -0.42930  -0.27528
C  -4.15209  -1.47092  -0.29855
C  2.19232  1.68428  -1.28743
C  4.52366  0.86952  -1.71619
C  -1.81904  -0.39842  0.80726
H  1.58693  1.41523  -2.15848
H  0.53975  3.00470  2.56833
H  -1.19777  2.04293  1.22372
H  -2.89515  -3.00699  -1.07832
H  -7.18210  -2.14053  -1.26025
H  4.67580  1.73872  -2.33836
H  -6.54298  -0.48409  -1.12823
H  2.16744  -0.58655  0.23725
H  -5.14385  0.18983  0.65285
H  -0.82399  -2.06671  -0.07489
H  2.61814  2.68399  -1.42997
H  1.20701  1.37186  2.78663
H  6.15505  -1.87753  -0.60132
H  -3.12258  1.10594  1.62234
H  -6.78789  -1.47156  0.34170
H  6.49410  0.10443  -2.03872

Its LUMO energy is 0.55 eV. The electronic energy is -3587.1703 hartree. As for the SMILES: COc1ccc(C(=O)NCC(=O)OCc2cccc(Br)c2)cc1. As for the gap between HOMO and LUMO: 9.41 eV. The energy above the lowest of the compared OMol25 structures with the same formula, charge and spin comes out at 0.0 kcal/mol.

These are the Löwdin partial charges, in e, on atoms 1 to 6: 0.73, 0.06, 0.13, -0.08, 0.00, 0.07

***

2.
DFT (ωB97M-V/def2-TZVPD) results for a structure of composition C52H46AsF10IN3O2S3Y.

Positions of all 119 atoms, in Å:
I  -3.07304  3.12477  4.27674
Y  -0.66074  0.04528  0.57520
As  -1.45092  2.33686  -2.00823
S  0.86675  -3.23952  1.68248
S  2.04413  1.32642  3.00946
S  -0.32625  3.03832  0.91228
F  -0.91843  -6.25975  -1.16482
F  -0.40358  0.65718  4.18353
F  -1.99001  -4.20043  -0.02110
F  -1.94198  -3.85270  3.41358
F  0.71423  -3.36178  -4.59381
F  -1.28369  -4.47263  5.87639
F  -0.36517  -1.34712  -3.42828
F  -0.24086  -2.61269  7.56639
F  0.15066  0.00989  6.66914
F  0.55731  -5.86471  -3.61114
O  1.30537  0.60340  1.94514
O  0.65199  -1.92069  1.06069
N  -1.76716  -1.50781  -0.97668
N  -3.28214  0.40919  0.58005
N  -1.56582  -1.13591  2.43460
C  -1.10033  -3.19177  5.47470
C  -2.96834  4.53853  -1.14413
C  1.78208  4.95414  -2.67501
C  -4.51850  5.95916  -2.33813
C  3.13348  -4.10251  -1.53692
C  0.78314  4.02032  -2.86865
C  -3.67987  -0.21410  1.85539
C  3.39070  2.29358  0.83574
C  -1.26880  0.07808  -6.13005
C  0.42522  3.76292  -0.48972
C  -0.09607  0.57693  -5.58423
C  1.98805  -4.03442  0.56408
C  -1.30535  1.68938  -3.81073
C  2.25695  -5.39410  0.75520
C  -0.61963  -2.22928  6.31676
C  -4.35029  5.18474  -3.47906
C  -0.46139  -2.51288  -2.80390
C  1.47224  4.69827  -0.30567
C  2.86798  -0.12580  3.82439
C  -1.23992  -3.91889  -1.11992
C  4.44245  2.94980  0.22075
C  -2.48477  1.19496  -4.42369
C  0.05256  -3.59598  -3.43606
C  1.89643  -3.08720  3.18309
C  2.99005  -6.09487  -0.18386
C  -1.19820  -2.56975  -1.57740
C  -1.35576  -2.83208  4.14207
C  -3.50650  4.09768  -3.45751
C  1.12264  -0.02947  -1.10944
C  -3.86988  5.62411  -1.15896
C  -3.24978  -1.55344  -0.95117
C  -1.16417  -1.53649  3.66173
C  -2.96134  -1.50422  2.19217
C  -3.84214  -0.20195  -0.64963
C  2.48147  -3.38721  -0.53858
C  5.61740  3.01921  2.34323
C  -0.60489  -0.62357  4.54496
C  -0.10770  1.31661  -4.40286
C  3.48012  -1.05463  2.78837
C  5.54687  3.32680  0.98036
C  -2.50614  0.39751  -5.53460
C  3.48923  1.98986  2.20611
C  3.28578  -2.56764  3.07369
C  -0.32951  -0.93456  5.87030
C  -0.70618  -5.05543  -1.73024
C  2.13705  5.29678  -1.32210
C  -2.73484  3.77406  -2.31734
C  -0.02339  -4.88140  -2.89395
C  0.11084  3.43283  -1.79338
C  4.62601  2.29303  2.93154
C  3.37477  -5.45878  -1.38359
C  -3.65342  1.80975  0.65627
H  4.71524  1.99456  3.95866
H  2.12046  0.23788  -0.80071
H  -4.72301  1.98441  0.99168
H  -4.10531  6.19007  -0.29317
H  -3.43368  0.49769  2.64015
H  1.24199  -2.51507  3.87049
H  3.83872  -2.85335  3.95569
H  -3.46167  0.02646  -5.95235
H  4.53876  -0.86196  2.68234
H  3.77407  -3.02650  2.19740
H  0.89375  0.62251  -1.96891
H  2.47950  2.12955  0.29503
H  -2.34484  4.38325  -0.29743
H  6.39001  3.87140  0.53028
H  -1.29971  -0.54457  -6.98872
H  0.86298  1.59812  -3.97987
H  -3.58440  -1.84599  -1.95334
H  3.82065  -6.09818  -2.16941
H  3.55149  0.13923  4.62091
H  1.90703  -4.19236  3.44289
H  -3.63824  -2.32289  -0.30045
H  2.33657  -2.31463  -0.64904
H  4.45039  3.25634  -0.81793
H  0.40689  3.87768  -3.89128
H  -3.54677  2.27162  -0.33286
H  2.27371  5.46480  -3.46909
H  -3.09851  -2.30633  1.52313
H  -3.39800  3.55002  -4.40735
H  3.23333  -7.11982  -0.11516
H  -5.22953  6.76631  -2.44445
H  1.33440  -1.02332  -1.56486
H  0.87454  0.38705  -6.00070
H  -4.90923  5.35826  -4.39026
H  1.74605  -5.92626  1.55135
H  2.87084  6.03154  -1.07489
H  -3.67007  0.51618  -1.44849
H  1.69713  4.91320  0.75646
H  6.44813  3.32085  2.97220
H  3.39914  -3.63710  -2.43895
H  -3.04106  2.37137  1.35964
H  -3.44050  -1.77227  3.12476
H  2.95050  -0.93178  1.82042
H  2.03999  -0.64060  4.31627
H  -3.43036  1.41291  -3.86907
H  -4.78706  -0.37625  1.88746
H  -4.92131  -0.22621  -0.53053

Its LUMO energy is 3.56 eV. The electronic energy is -7088.9014 hartree. As for the gap between HOMO and LUMO: 5.36 eV. Its net charge is -2. The energy above the lowest of the compared OMol25 structures with the same formula, charge and spin comes out at 0.0 kcal/mol.

These are the Löwdin partial charges, in e, on atoms 1 to 6: -0.61, 1.34, 1.32, 1.02, 1.02, 0.54

***

3.
DFT (ωB97M-V/def2-TZVPD) results for a structure of composition C40H55BrEuFN4O8PS2.

Positions of all 113 atoms, in Å:
Eu  0.41629  -0.54810  -0.23843
Br  -1.87035  1.41401  2.17063
S  3.70516  -4.27389  -0.62697
S  3.34875  0.69771  -0.70837
P  -0.73433  -2.30325  -2.63716
F  -0.17727  -7.19887  0.95758
O  -0.23168  1.60269  -0.56127
O  0.11466  -3.04594  -3.75382
O  -0.25958  -2.76117  -1.25276
O  2.01974  0.47680  3.90920
O  -0.60001  -0.80531  -2.63798
O  -2.22269  -2.82013  -3.00700
O  1.03847  0.33822  1.84784
O  -0.24744  -2.18063  1.43657
N  2.95635  2.33396  1.43863
N  2.37542  -1.80405  -0.81304
N  4.33662  3.05046  -0.08404
N  1.94405  -3.54940  4.58560
C  -0.93104  3.77417  -1.25455
C  0.56974  -2.55134  2.31456
C  -2.38727  7.53321  0.12162
C  -1.59091  2.83079  0.93787
C  1.18563  -5.85151  4.09685
C  0.87013  3.19165  -2.91558
C  -1.48417  2.32398  -3.23702
C  -1.64750  5.20703  0.63678
C  -0.63360  3.47886  -2.70937
C  -1.08236  4.73623  -3.50414
C  -1.75402  6.64143  1.19621
C  -0.89105  2.70139  -0.29654
C  2.76288  -2.81351  6.79799
C  0.01322  -3.05874  -5.24334
C  -2.56381  6.70902  2.49431
C  1.97286  -2.20723  4.22851
C  0.02028  -1.65322  -5.72606
C  0.31588  -6.30651  1.86690
C  3.51629  2.05852  0.25614
C  3.00437  -2.82216  -0.76767
C  0.71570  -6.78991  3.13467
C  0.72062  -4.04164  2.49844
C  1.28067  -4.45970  3.72178
C  -3.53295  -2.52955  -2.31492
C  2.54726  -4.00972  5.87859
C  1.65745  -5.16482  6.45364
C  -1.19759  -3.89369  -5.60522
C  -3.99779  -1.27292  -3.02905
C  3.33114  3.64312  1.94426
C  -4.33342  -3.72552  -2.67353
C  1.47626  -0.15117  2.97831
C  -0.34845  7.22777  1.49124
C  -1.14242  4.99271  -0.67809
C  0.28721  -4.97766  1.52209
C  1.30897  -3.79122  -5.61158
C  -2.02216  4.09459  1.35401
C  -3.34211  -2.35784  -0.81522
C  1.32640  -1.66432  3.16181
C  1.58628  -6.32911  5.44966
C  4.31996  4.11917  0.90208
H  2.49833  -6.95116  5.50288
H  -1.29073  -4.75788  -4.87010
H  2.16010  -3.31254  -5.05224
H  -3.34915  -0.40588  -2.70055
H  3.39846  -2.06932  6.26635
H  0.69049  -4.68611  6.63855
H  1.49792  -3.68833  -6.71578
H  -2.10903  -3.28792  -5.62293
H  -1.01272  -4.31096  -6.63182
H  3.84288  3.51687  2.94320
H  -3.24870  6.97459  -0.29280
H  -1.09315  1.39382  -2.84563
H  3.55574  -4.38032  5.59060
H  -2.08237  5.00771  -3.18170
H  0.81633  -7.02722  5.87601
H  1.21375  2.39404  -2.26013
H  -0.42544  5.59303  -3.37339
H  3.18128  -3.16556  7.77097
H  3.99959  5.04784  0.37235
H  -2.55407  4.19316  2.31035
H  0.46555  -7.82086  3.34652
H  -0.87778  -1.09645  -5.37827
H  2.61119  -1.53402  4.78076
H  -5.04651  -1.05184  -2.95375
H  2.19368  1.74723  1.82469
H  0.96656  -1.16300  -5.43698
H  1.26699  -4.83645  -5.24821
H  -2.61937  -3.08470  -0.37067
H  -3.86823  -1.36198  -4.09193
H  -2.65782  8.48065  0.58594
H  1.82985  -2.30542  7.06156
H  2.02851  -5.46564  7.42205
H  0.22447  7.36236  0.59601
H  -0.97099  5.88041  -1.33905
H  -2.81039  7.74451  2.80107
H  0.27040  6.70166  2.23884
H  1.02558  2.87390  -3.92900
H  -4.05573  -4.63358  -2.10831
H  -2.55502  2.54957  -3.02082
H  -0.04312  -1.73440  -6.79313
H  -5.42437  -3.52115  -2.45912
H  -1.30002  2.45567  -4.32402
H  5.33502  4.23138  1.29017
H  -4.32583  -3.90007  -3.77570
H  -1.78311  7.71353  -0.73903
H  1.47057  4.12385  -2.80215
H  0.00024  -4.64667  0.51242
H  -2.93230  -1.37034  -0.50498
H  5.02932  2.99499  -0.85652
H  -4.33020  -2.43481  -0.29017
H  -3.50201  6.17880  2.35475
H  -1.16748  4.53095  -4.57053
H  -0.40574  8.28397  1.85972
H  -2.04955  6.25637  3.40397
H  2.49941  4.30997  2.10804

Its LUMO energy (spin up / spin down) is 1.96 / 1.98 eV. The expectation value of S² is 12.010. The electronic energy is -6900.5023 hartree. As for the gap between HOMO and LUMO (spin up / spin down): 6.63 / 6.66 eV. Its net charge is -1. The energy above the lowest of the compared OMol25 structures with the same formula, charge and spin comes out at 0.0 kcal/mol. Its spin multiplicity is 7.

These are the Löwdin partial charges, in e, on atoms 1 to 6: 1.95, 0.78, 0.44, 0.63, 0.26, 0.04